{"formula": "C5H11NO", "method": "ωB97M-V/def2-TZVPD", "species": ["C", "C", "C", "C", "C", "N", "O", "H", "H", "H", "H", "H", "H", "H", "H", "H", "H", "H"], "positions_angstrom": [[0.779867, 0.116884, 1.342212], [-1.176419, -1.466984, -1.479458], [-0.131559, 2.297521, 0.766766], [-0.779245, -0.723902, -0.235731], [0.554279, -0.701672, 0.241186], [1.640558, -1.145085, -0.543292], [-1.597170, 0.125821, 0.260696], [-0.894205, 1.212156, 0.555771], [2.296380, -1.731123, -0.046978], [1.401277, -1.561319, -1.429620], [1.795449, 0.393720, 1.589947], [0.066088, 0.129705, 2.150310], [-0.850425, -0.923995, -2.372084], [-0.729746, -2.461663, -1.507580], [-2.260453, -1.560262, -1.514188], [-1.013746, 2.937628, 0.856818], [0.548717, 2.590968, 1.560099], [0.350353, 2.471603, -0.194872]], "forces_ev_per_angstrom": [[0.0, -1.5, -0.5], [0.0, -0.2, 0.1], [-1.4, -0.6, -0.9], [-1.1, 1.2, -0.1], [0.6, 0.8, 1.0], [0.0, -0.1, 0.0], [0.3, -1.9, -0.5], [1.6, 1.7, 1.0], [-0.1, 0.0, -0.1], [-0.1, 0.0, 0.0], [0.1, 0.1, 0.0], [-0.1, 0.3, -0.2], [0.0, 0.0, 0.1], [0.0, 0.0, 0.0], [0.1, 0.0, 0.0], [0.1, 0.3, -0.1], [0.0, -0.4, 0.2], [0.0, 0.2, 0.0]], "lowdin_charge": [0.069, -0.013, -0.090, -0.374, -0.347, 0.082, -0.021, 0.051, 0.085, 0.068, 0.088, 0.086, 0.095, 0.081, 0.085, 0.019, 0.014, 0.022], "spin_multiplicity": 1, "gap_ev": 8.2262, "relative_energy_kj_mol": 357.6, "max_force_ha_per_bohr": 0.0493}

{"formula": "C5H11NO", "method": "ωB97M-V/def2-TZVPD", "species": ["C", "C", "C", "C", "N", "C", "H", "H", "H", "H", "H", "H", "H", "H", "H", "O", "H", "H"], "positions_angstrom": [[-2.477712, 0.720874, 0.774239], [-2.105229, -0.429699, 0.219416], [-0.895523, -1.335796, 0.364746], [-0.176923, -0.644726, -0.597890], [0.575918, 0.496084, -0.245816], [0.581056, 1.501208, -1.320687], [-3.092971, 1.393273, 0.188245], [-2.063865, 1.032625, 1.725811], [-2.747939, -0.730320, -0.604115], [-1.020736, -2.379501, 0.618132], [0.156871, -1.031894, -1.566606], [0.030705, 0.832527, 0.555837], [-0.408713, 1.725255, -1.726619], [0.998974, 2.458405, -1.032407], [1.156857, 1.080766, -2.146267], [3.384609, -0.531953, 0.899977], [2.476254, -0.518002, 0.575975], [3.469257, -1.367432, 1.365119]], "forces_ev_per_angstrom": [[0.7, 0.2, 0.2], [-1.0, -0.4, 0.8], [-1.3, 2.0, -0.3], [3.4, -2.1, 0.7], [-3.0, 0.5, -0.7], [0.0, 0.0, -0.7], [-0.5, -0.1, 0.5], [0.2, 0.4, -0.2], [0.1, -0.2, -0.2], [-0.1, -0.3, -1.3], [0.3, -0.4, 0.2], [0.7, 0.4, 0.4], [-0.2, -0.1, 0.2], [0.4, -0.1, 0.3], [0.2, 0.2, 0.0], [0.0, 0.0, 0.0], [-0.1, 0.2, 0.0], [0.0, -0.1, 0.0]], "lowdin_charge": [-0.021, -0.244, -0.070, -0.194, -0.066, -0.099, 0.054, 0.056, 0.091, 0.076, 0.124, 0.106, 0.077, 0.078, 0.081, -0.068, -0.010, 0.028], "spin_multiplicity": 1, "gap_ev": 7.8230, "smiles": "C=C/C=C\\NC.O", "relative_energy_kj_mol": 480.3, "max_force_ha_per_bohr": 0.0790}

{"formula": "C5H11NO", "method": "ωB97M-V/def2-TZVPD", "species": ["C", "C", "C", "N", "C", "C", "O", "H", "H", "H", "H", "H", "H", "H", "H", "H", "H", "H"], "positions_angstrom": [[1.565688, 0.733360, -1.451376], [0.547523, -0.196509, -0.817191], [0.884485, -0.486017, 0.672499], [0.017214, 0.252232, 1.579058], [-1.356888, -0.180031, 1.351568], [-1.712855, -0.199099, -0.160442], [-0.711612, 0.459965, -0.908069], [1.236193, 1.053437, -2.443773], [2.536491, 0.234483, -1.543701], [1.695200, 1.624028, -0.825032], [0.496739, -1.143730, -1.383608], [1.932057, -0.240145, 0.879285], [0.756175, -1.550818, 0.901514], [0.084313, 1.243669, 1.353936], [-1.457987, -1.189578, 1.770269], [-2.029825, 0.476512, 1.913022], [-1.840324, -1.231560, -0.526813], [-2.642583, 0.339805, -0.361142]], "forces_ev_per_angstrom": [[0.0, 0.0, 0.0], [0.1, 0.0, 0.0], [0.1, -0.1, 0.0], [0.0, 0.1, -0.1], [-0.1, -0.1, 0.1], [-0.1, -0.1, 0.0], [0.0, 0.0, 0.0], [0.0, -0.1, 0.1], [-0.1, 0.1, 0.0], [0.0, -0.1, -0.1], [0.0, 0.1, 0.1], [-0.1, 0.0, -0.1], [0.0, 0.1, 0.0], [0.0, -0.2, 0.1], [0.0, 0.1, 0.0], [0.1, -0.1, -0.1], [0.1, 0.1, 0.1], [0.1, -0.1, 0.0]], "lowdin_charge": [-0.047, -0.390, -0.177, -0.063, -0.196, -0.186, -0.134, 0.082, 0.083, 0.085, 0.142, 0.115, 0.117, 0.112, 0.110, 0.112, 0.118, 0.118], "spin_multiplicity": 1, "gap_ev": 9.9154, "smiles": "C[C@H]1CNCCO1", "relative_energy_kj_mol": 125.7, "max_force_ha_per_bohr": 0.0039}

{"formula": "C5H11NO", "method": "ωB97M-V/def2-TZVPD", "species": ["N", "C", "C", "C", "C", "C", "H", "H", "H", "H", "H", "H", "H", "H", "H", "H", "H", "O"], "positions_angstrom": [[-0.861664, -1.188935, 1.121918], [-0.039601, -0.708510, 0.074960], [1.720347, -0.520579, -0.041472], [0.782931, 0.489180, 0.354341], [0.841703, 1.493621, -0.770714], [-0.363878, -1.167567, -1.408634], [-1.526657, -0.485557, 1.460070], [-0.497870, -1.907072, 1.748773], [2.346993, -0.987436, 0.678109], [0.625377, 0.957982, 1.373193], [1.818992, 1.924585, -0.717917], [0.891773, 0.815521, -1.623083], [-0.575823, -2.262273, -1.436031], [-1.134128, -0.656692, -1.940974], [0.591528, -1.028939, -1.889260], [-2.524093, 1.845355, 2.126172], [0.169278, 2.345341, -0.736242], [-2.265208, 1.041975, 1.626790]], "forces_ev_per_angstrom": [[2.2, -1.6, -1.6], [-2.9, -1.6, -2.2], [-2.3, -0.8, 3.1], [1.1, 1.7, 1.7], [0.6, 0.0, -0.9], [1.0, -0.6, 1.4], [-0.4, 1.2, 0.9], [-0.4, 0.5, -0.2], [1.5, 0.1, 0.5], [0.5, -0.7, -1.0], [0.8, 0.4, 0.0], [-0.6, 1.2, -0.9], [0.1, 0.8, 0.4], [-0.9, 0.5, 0.1], [-0.2, -0.2, -0.8], [0.1, -1.0, -0.2], [-0.9, -0.6, -0.1], [0.6, 0.5, -0.3]], "lowdin_charge": [0.081, -0.294, 0.219, -0.362, -0.017, -0.027, 0.017, 0.106, 0.072, 0.171, 0.077, 0.072, 0.100, 0.072, 0.041, -0.069, 0.107, -0.364], "spin_multiplicity": 1, "gap_ev": 4.1357, "relative_energy_kj_mol": 998.6, "max_force_ha_per_bohr": 0.0776}

{"formula": "C5H11NO", "method": "ωB97M-V/def2-TZVPD", "species": ["C", "C", "C", "N", "C", "C", "O", "H", "H", "H", "H", "H", "H", "H", "H", "H", "H", "H"], "positions_angstrom": [[-0.057337, -0.560809, 1.451088], [1.440792, 0.596434, -0.028454], [0.308711, -1.389701, -0.768222], [0.200117, -0.183125, 0.056497], [-0.963086, 0.676621, -0.447123], [-1.661680, 0.281254, -1.458559], [-0.930290, 1.821719, 0.478052], [-1.648836, 2.388324, 0.195318], [-2.473648, 0.939725, -1.763182], [-0.164562, 0.350427, 2.044514], [1.327099, 1.499379, 0.575883], [0.761362, -1.171275, 1.845685], [-0.992337, -1.120408, 1.495708], [2.292830, 0.010229, 0.329511], [1.601635, 0.887141, -1.066953], [0.460043, -1.086706, -1.801083], [1.133521, -2.010631, -0.415770], [-0.634335, -1.928597, -0.722908]], "forces_ev_per_angstrom": [[-0.1, -0.1, 1.0], [0.8, 0.6, 0.0], [0.0, -0.6, -0.5], [-0.2, 0.3, 0.1], [0.1, 1.0, 0.9], [-0.4, 0.1, -0.4], [0.2, -1.2, -0.8], [-0.2, 0.0, -0.2], [0.0, 0.1, 0.1], [0.1, -0.2, -0.1], [0.0, -0.2, -0.1], [-0.1, 0.1, -0.2], [0.1, 0.0, -0.1], [-0.2, 0.0, 0.0], [-0.1, -0.1, 0.1], [0.0, -0.1, 0.1], [0.1, 0.2, 0.2], [0.1, 0.1, 0.0]], "lowdin_charge": [-0.021, -0.020, -0.065, -0.368, -0.454, -0.005, -0.062, 0.084, -0.017, 0.101, 0.101, 0.104, 0.114, 0.104, 0.114, 0.093, 0.101, 0.093], "spin_multiplicity": 1, "gap_ev": 7.6434, "relative_energy_kj_mol": 442.0, "max_force_ha_per_bohr": 0.0272}

{"formula": "C5H11NO2", "method": "ωB97M-V/def2-TZVPD", "species": ["C", "N", "C", "C", "C", "O", "C", "O", "H", "H", "H", "H", "H", "H", "H", "H", "H", "H", "H"], "positions_angstrom": [[0.465650, 1.976592, 0.737195], [1.291150, 0.753744, 0.686393], [0.649791, -0.456005, 0.025340], [-0.900255, -0.577266, -0.145199], [-1.849109, -1.226863, 0.949604], [-3.109570, -1.118569, 0.507784], [1.240710, -0.523861, -1.455352], [2.417496, 0.129330, -1.553781], [0.061571, 2.173317, 1.715820], [1.057653, 2.885765, 0.423802], [-0.377395, 2.004662, -0.066678], [2.121980, 0.840058, -0.014472], [0.957136, -1.388273, 0.546882], [-1.334478, 0.389319, -0.421543], [-1.216271, -1.167224, -1.047752], [-1.711907, -2.324196, 1.006116], [-1.577443, -0.715930, 1.907878], [0.483871, -0.027006, -2.076614], [1.329418, -1.627597, -1.725430]], "forces_ev_per_angstrom": [[0.2, 0.3, -2.7], [-0.6, -0.6, -0.7], [-0.5, -0.5, 0.2], [-0.6, -0.3, -1.2], [1.2, 0.2, 0.6], [-0.6, 0.7, 0.1], [1.0, 0.1, 0.2], [0.1, -0.2, 0.2], [-0.4, 0.0, 0.4], [-0.2, -0.9, 0.5], [1.0, -0.1, 1.4], [-1.2, 0.1, 0.6], [0.2, 0.6, 0.0], [0.0, 0.0, 0.5], [1.1, 0.2, 0.5], [0.9, 0.2, 0.1], [-0.6, -0.3, -0.3], [-0.6, -0.2, -0.5], [-0.5, 0.6, 0.1]], "mulliken_spin": [0.000, -0.002, 0.022, 0.081, 0.018, 0.821, 0.010, 0.014, 0.000, 0.000, 0.000, 0.001, 0.000, -0.001, -0.001, 0.043, -0.005, -0.001, 0.001], "spin_multiplicity": 2, "gap_ev": [6.7757, 4.6617], "relative_energy_kj_mol": 268.9, "max_force_ha_per_bohr": 0.0536, "total_charge": -1}